Computed, not measured: a structure of composition C27H29NO3P2Pm, with ωB97M-V/def2-TZVPD.

Kohn-Sham gap (spin up / spin down)   7.713 / 7.914 eV
Total energy   -71230.767 eV
E_HOMO (spin up / spin down)   -10.634 / -10.696 eV
Energy above the lowest of the compared OMol25 structures with the same formula, charge and spin   133.8 kJ/mol
E_LUMO (spin up / spin down)   -2.921 / -2.782 eV

```
! wB97M-V def2-TZVPD RIJCOSX def2/J DEFGRID3
* xyz 1 5
C -0.94481 3.57940 -2.29724
C -0.87410 2.19158 -2.18455
C 0.37012 1.62017 -1.79805
C 1.50204 2.41567 -1.67196
C 1.40387 3.80084 -1.75254
C 0.17276 4.38376 -2.05910
C 2.80505 1.72742 -1.26542
C 2.85775 0.28503 -1.77514
C 1.65530 -0.40283 -1.87109
C 1.63142 -1.75627 -2.30942
C 2.85292 -2.38784 -2.54024
C 4.06352 -1.71355 -2.36110
C 4.06697 -0.36979 -1.98302
H -1.89708 4.03753 -2.57970
H 2.29685 4.40410 -1.57096
H 0.08465 5.46742 -2.12386
H 3.62157 2.26920 -1.75912
H 2.85219 -3.43148 -2.86759
H 5.00485 -2.23601 -2.52587
H 4.99726 0.18528 -1.84051
N 0.47179 0.24945 -1.41592
Pm -0.50681 -0.40917 0.23441
C -2.09675 1.32850 -2.43921
H -1.83662 0.45114 -3.05531
H -2.87788 1.91158 -2.94807
C 0.32436 -2.50550 -2.49296
H -0.41381 -1.88214 -3.02558
H 0.49097 -3.43318 -3.05873
P -2.90031 0.65481 -0.88741
P -0.49455 -3.02903 -0.88872
C 0.74605 -4.18007 -0.19878
H 0.73141 -4.05033 0.89225
H 0.47385 -5.21434 -0.44436
H 1.75624 -3.95729 -0.56186
C -1.77462 -4.18102 -1.48639
H -1.36698 -5.19462 -1.59560
H -2.57396 -4.19306 -0.73366
H -2.19518 -3.83637 -2.43984
C -3.48251 2.18934 -0.08285
H -4.56801 2.28083 -0.21265
H -3.25039 2.10556 0.98747
H -2.97663 3.07749 -0.47975
C -4.45257 -0.04151 -1.54091
H -4.67099 -0.94239 -0.95236
H -5.27756 0.67256 -1.42260
H -4.34422 -0.32610 -2.59535
C 2.81552 1.67319 0.16192
O 2.10758 1.14457 0.97726
H 3.69947 2.28893 0.06221
O -0.87733 0.80738 2.18668
C -0.23200 -0.06493 2.89203
O 0.26189 -1.11383 2.32076
C -0.07602 0.13136 4.35367
C 0.56495 -0.84836 5.11632
C 0.69282 -0.67485 6.49573
C 0.18082 0.48079 7.10627
C -0.46510 1.45834 6.33314
C -0.59177 1.28301 4.95354
H 0.95019 -1.73676 4.61381
H 1.18998 -1.44038 7.09353
H 0.28290 0.61863 8.18400
H -0.87060 2.35505 6.80356
H -1.09071 2.02312 4.32676
*
```


Computed, not measured: a cluster of 2 separate species, C5H13N3O in total, with ωB97M-V/def2-TZVPD.

Kohn-Sham gap   8.898 eV
Total energy   -11910.274 eV
E_HOMO   -8.221 eV
Energy above the lowest of the compared OMol25 structures with the same formula, charge and spin   419.0 kJ/mol
E_LUMO   0.676 eV

```
! wB97M-V def2-TZVPD RIJCOSX def2/J DEFGRID3
* xyz 0 1
C 1.13299 -1.28585 -0.90498
C 0.30447 -0.88117 0.09154
C -0.66304 -1.84945 0.71701
C 0.94952 0.12562 1.23065
N 1.79197 1.14024 0.67040
O -0.05087 0.68179 2.00744
H 1.96114 -0.68415 -1.24663
H 0.99795 -2.25385 -1.35544
H -0.12145 -2.60114 1.29221
H -1.31702 -1.32704 1.40932
H -1.23156 -2.36828 -0.04819
H 1.53809 -0.52057 1.88686
H 1.31768 1.63592 -0.07953
H 2.64273 0.74213 0.29402
H -0.66669 1.17131 1.41520
C -1.94950 1.17916 -0.20374
N -1.08557 0.51721 -0.89594
N -0.29655 1.16134 -1.78825
H -2.68957 0.61495 0.33764
H -2.04323 2.26420 -0.27856
H 0.12064 0.48022 -2.42379
H -0.64213 2.05743 -2.12725
*
```


Computed, not measured: a structure of composition C54H84GeN4O2P2Si3Tl, with ωB97M-V/def2-TZVPD.

Kohn-Sham gap (spin up / spin down)   5.527 / 7.184 eV
Total energy   -170840.483 eV
E_HOMO (spin up / spin down)   -6.385 / -8.042 eV
Energy above the lowest of the compared OMol25 structures with the same formula, charge and spin   225.4 kJ/mol
E_LUMO (spin up / spin down)   -0.858 / -0.858 eV

```
! wB97M-V def2-TZVPD RIJCOSX def2/J DEFGRID3
* xyz 0 2
Tl 1.43545 -1.30292 -0.19207
C 4.63377 -2.04769 -2.50062
C 4.09194 -2.73543 -1.26259
C 3.20749 -3.81256 -1.39487
C 2.89609 -4.37632 -2.76482
C 2.61513 -4.37668 -0.25583
C 1.59719 -5.48874 -0.39993
C 2.96554 -3.91032 1.01689
C 2.41210 -4.55856 2.26955
C 3.87193 -2.84700 1.15142
C 4.19469 -2.33421 2.53350
C 4.44797 -2.27140 0.01302
C 5.46031 -1.15210 0.14801
H 5.51819 -2.55907 -2.89601
H 4.91412 -1.01612 -2.29084
H 3.87802 -2.02094 -3.28709
H 3.68261 -4.14349 -3.48039
H 1.95435 -3.96937 -3.15523
H 2.80577 -5.46159 -2.73051
H 2.04934 -6.46901 -0.21829
H 1.15851 -5.50093 -1.39477
H 0.78305 -5.36266 0.31341
H 1.94091 -5.51667 2.06137
H 1.67744 -3.91291 2.76725
H 3.21452 -4.73655 2.98842
H 5.01205 -2.90472 2.98870
H 3.33199 -2.41899 3.19178
H 4.48533 -1.28636 2.52521
H 6.25040 -1.24724 -0.59649
H 5.93550 -1.16122 1.12615
H 4.99474 -0.16733 0.01897
C -1.54644 -4.63723 -2.13552
P -0.97892 -2.98029 -1.56381
C -1.79799 -1.94165 -2.89110
N -3.09543 -2.03237 -3.04121
C -3.68717 -1.32971 -4.03385
C -5.09311 -1.39525 -4.20191
C -5.68337 -0.70654 -5.21601
C -4.90518 0.06845 -6.11684
C -3.55245 0.13942 -5.98089
C -2.91591 -0.55590 -4.92089
N -1.57442 -0.46664 -4.77030
C -1.00581 -1.10223 -3.77620
P 0.84615 -0.92232 -3.54034
C 1.35359 -1.35760 -5.25798
C 1.14107 0.94060 -3.47717
C 2.64329 1.09478 -3.21353
C 0.35784 1.46252 -2.26560
C 0.75751 1.73219 -4.72642
C -2.05672 -2.71284 -0.02763
C -2.10735 -1.20101 0.23557
C -3.48191 -3.26121 -0.11913
C -1.33204 -3.42144 1.12540
H -2.59907 -4.60903 -2.41563
H -1.38403 -5.37406 -1.34723
H -0.95159 -4.93029 -3.00357
H -5.66872 -1.99940 -3.51117
H -6.75796 -0.75545 -5.34275
H -5.39360 0.60833 -6.91902
H -2.93665 0.71951 -6.65727
H 0.75252 -0.82049 -5.99102
H 1.21099 -2.43097 -5.39617
H 2.41209 -1.13499 -5.39923
H 2.93581 0.57179 -2.29813
H 2.89004 2.15469 -3.09027
H 3.24612 0.70186 -4.03849
H 0.67534 0.99531 -1.32818
H -0.71710 1.29545 -2.37820
H 0.51739 2.54002 -2.15383
H 1.39048 1.47115 -5.57974
H 0.89288 2.80109 -4.52287
H -0.27764 1.56644 -5.00760
H -2.46218 -0.64909 -0.63903
H -1.14250 -0.78392 0.53764
H -2.79862 -0.99872 1.05740
H -4.03436 -2.80492 -0.93379
H -4.00214 -3.04615 0.82169
H -3.48944 -4.34616 -0.26120
H -0.29875 -3.08594 1.23991
H -1.32446 -4.50783 0.98267
H -1.83926 -3.20915 2.07188
O 0.85273 1.29567 0.64945
C 1.15876 0.91355 1.79036
N 1.83978 1.66073 2.71940
C 1.91557 0.94916 3.98904
C 1.29758 -0.42933 3.54352
O 1.20895 -1.40555 4.27367
N 0.89924 -0.34214 2.24877
C 3.35743 0.78578 4.48203
C 4.36461 1.60407 3.98468
C 5.66820 1.49141 4.45585
C 5.97671 0.55752 5.43283
C 4.96956 -0.25699 5.94057
C 3.66785 -0.13851 5.47759
C 1.11617 1.64590 5.09920
C 1.19500 3.03045 5.23688
C 0.51643 3.68152 6.25544
C -0.23882 2.95276 7.16650
C -0.30723 1.57269 7.04584
C 0.36559 0.92044 6.01796
H 1.92124 2.65782 2.62258
H 4.14050 2.32728 3.20964
H 6.44086 2.14035 4.06010
H 6.99197 0.46561 5.79928
H 5.20041 -0.98810 6.70739
H 2.88898 -0.78235 5.86553
H 1.79540 3.62042 4.55079
H 0.58303 4.76062 6.33958
H -0.76703 3.45990 7.96478
H -0.88448 0.99414 7.75805
H 0.30012 -0.15683 5.91626
C -2.86602 1.65478 -3.60821
Si -3.47118 1.76363 -1.82891
C -4.63389 3.24756 -1.82391
C -4.53159 0.23670 -1.53151
Ge -1.79220 2.10126 -0.11147
Si -1.00098 4.33952 -0.34785
C -0.53033 4.77785 -2.11130
C -2.31593 5.57887 0.17610
C 0.50415 4.63179 0.73606
Si -2.92780 2.04698 1.99803
C -1.95456 3.05523 3.23486
C -4.64263 2.80867 1.87791
C -3.15627 0.33666 2.72961
H -3.71642 1.83092 -4.27810
H -2.45673 0.66594 -3.84950
H -2.09476 2.39942 -3.83417
H -5.45148 3.07911 -2.53899
H -4.10608 4.15770 -2.12835
H -5.07624 3.42471 -0.84034
H -5.44940 0.30771 -2.12847
H -4.81558 0.13314 -0.47780
H -4.01347 -0.68283 -1.83014
H -1.34882 4.56700 -2.80873
H 0.34850 4.21328 -2.44207
H -0.29127 5.84500 -2.18073
H -3.20570 5.50146 -0.45610
H -1.93368 6.60412 0.09815
H -2.63114 5.41144 1.21169
H 1.22293 3.81860 0.58324
H 0.22093 4.64908 1.79631
H 0.99467 5.58117 0.49477
H -1.94367 4.11943 2.97422
H -0.91693 2.71110 3.27433
H -2.37360 2.95370 4.24272
H -4.60184 3.82087 1.46179
H -5.09514 2.86948 2.87548
H -5.30233 2.20704 1.24222
H -2.20451 -0.20514 2.78752
H -3.85936 -0.26199 2.13944
H -3.56205 0.42735 3.74383
*
```


Computed, not measured: the molecule C15H13FO3, with ωB97M-V/def2-TZVPD.

Kohn-Sham gap   9.321 eV
Total energy   -24625.803 eV
E_HOMO   -8.549 eV
Energy above the lowest of the compared OMol25 structures with the same formula, charge and spin   0.0 kJ/mol
E_LUMO   0.773 eV

```
! wB97M-V def2-TZVPD RIJCOSX def2/J DEFGRID3
* xyz 0 1
C -3.71657 -4.40908 -1.64275
O -3.73185 -3.27292 -0.81306
C -2.99087 -2.19073 -1.17659
C -2.20259 -2.10848 -2.31896
C -1.49116 -0.95063 -2.58577
C -1.55605 0.14198 -1.73634
C -0.74503 1.38416 -2.01333
C 0.55387 1.20385 -1.25889
O 1.54597 0.69294 -1.69745
O 0.41925 1.67054 -0.00260
C 1.42219 1.49203 0.93798
C 2.10491 0.29172 1.07970
C 3.06284 0.16530 2.06958
C 3.31462 1.23854 2.90403
F 4.24662 1.11323 3.87034
C 2.63406 2.43710 2.78063
C 1.68272 2.56145 1.78678
C -2.33696 0.05119 -0.58857
C -3.04810 -1.09568 -0.31195
H -4.37204 -5.13345 -1.16188
H -2.71053 -4.83263 -1.72688
H -4.10084 -4.18224 -2.64251
H -2.13041 -2.93579 -3.00699
H -0.87567 -0.90256 -3.47181
H -0.52768 1.47478 -3.07656
H -1.26116 2.27075 -1.64800
H 1.89327 -0.53440 0.42052
H 3.60971 -0.75491 2.19821
H 2.85354 3.25265 3.45085
H 1.13333 3.48067 1.65946
H -2.38541 0.88809 0.09239
H -3.65955 -1.17341 0.57294
*
```


Computed, not measured: a cluster of 5 separate species, C35H40FNO11S in total, with ωB97M-V/def2-TZVPD.

Kohn-Sham gap   7.745 eV
Total energy   -74503.455 eV
E_HOMO   -9.476 eV
E_LUMO   -1.731 eV

```
! wB97M-V def2-TZVPD RIJCOSX def2/J DEFGRID3
* xyz 0 1
C 4.17445 -1.97828 -0.46663
O 3.14500 -1.61663 -1.38473
C 1.95041 -1.29956 -0.71908
C 1.04051 -0.41824 -1.56838
C -0.22352 -0.08783 -0.77280
C -1.34366 0.57249 -1.57425
C -2.38264 1.18293 -0.60634
C -3.76540 1.34527 -1.21307
C -4.55582 0.01652 -1.27791
C -6.04294 0.14935 -0.86305
C -6.98051 -0.49059 -1.89275
C -8.47000 -0.23290 -1.59357
N -9.11625 -1.45908 -1.02361
S -10.51187 -1.90084 -1.77197
O -11.64909 -1.46468 -1.03991
O -10.44693 -1.67108 -3.16767
F -10.40831 -3.43722 -1.56726
H 3.76419 -2.52073 0.39155
H 4.67400 -1.09108 -0.07719
H 4.87346 -2.64967 -0.95807
H 1.38137 -2.20186 -0.44397
H 2.13832 -0.76047 0.22114
H 1.57428 0.50925 -1.79775
H 0.82376 -0.89698 -2.52585
H 0.05835 0.59517 0.03630
H -0.61125 -1.00787 -0.32570
H -1.84236 -0.18192 -2.19276
H -0.96623 1.33035 -2.26637
H -1.95788 2.12004 -0.23849
H -2.41900 0.49742 0.24016
H -4.33891 2.02247 -0.57194
H -3.73622 1.80536 -2.20441
H -4.53165 -0.36322 -2.30252
H -4.07521 -0.73426 -0.65155
H -6.15887 -0.36269 0.09701
H -6.31977 1.19201 -0.68905
H -6.70382 -0.17411 -2.89884
H -6.82887 -1.57029 -1.84905
H -8.96598 0.09409 -2.50373
H -8.57704 0.56138 -0.85549
H -9.39424 -1.25556 -0.06809
O -3.01425 -1.04011 1.75605
C -2.24197 -1.13607 2.68735
C -2.32397 -0.21992 3.85041
C -1.47008 -0.31847 4.86569
C -0.40068 -1.34885 4.87675
O 0.37617 -1.43812 5.80211
C -0.31920 -2.26435 3.71044
C -1.17405 -2.16562 2.69595
H -3.10879 0.52521 3.81940
H -1.50925 0.33957 5.72431
H 0.46868 -3.00627 3.73716
H -1.13317 -2.82123 1.83510
O -4.12751 7.51798 -3.27165
C -3.89101 6.76170 -2.35538
C -2.54587 6.15732 -2.18214
C -2.28772 5.32554 -1.17663
C -3.33222 4.96822 -0.18494
O -3.09647 4.20662 0.72810
C -4.67737 5.57012 -0.35869
C -4.93619 6.40231 -1.36371
H -1.79951 6.43185 -2.91656
H -1.31546 4.87138 -1.03231
H -5.42430 5.29322 0.37447
H -5.90911 6.85401 -1.50943
O 11.31383 -4.70357 -0.02159
C 10.10639 -4.72736 -0.12278
C 9.44691 -5.09933 -1.39997
C 8.12141 -5.12188 -1.51148
C 7.24673 -4.77832 -0.36283
O 6.03900 -4.79598 -0.46179
C 7.90511 -4.40492 0.91432
C 9.23062 -4.38271 1.02523
H 10.10422 -5.34659 -2.22372
H 7.61913 -5.38828 -2.43271
H 7.24683 -4.15355 1.73638
H 9.73297 -4.11508 1.94621
O 6.09522 -0.68795 1.64594
C 6.69454 0.36709 1.64620
C 8.12179 0.44334 2.04370
C 8.77670 1.60111 2.04460
C 8.10730 2.86519 1.64536
O 8.70402 3.91916 1.64435
C 6.67918 2.78739 1.24616
C 6.02489 1.62930 1.24611
H 8.59013 -0.48978 2.33012
H 9.81730 1.68086 2.33195
H 6.21104 3.71997 0.95840
H 4.98424 1.54941 0.95763
*
```